# 1
DFT (ωB97M-V/def2-TZVPD) results for C24H32CoF5N3O2P2 as an isolated structure in a non-equilibrium geometry.

```
! RIJCOSX wB97M-V def2-TZVPD def2/J DEFGRID3
* xyz 0 4
Co 0.80455 -1.16153 -0.26959
C 2.88117 1.41093 -1.03091
P 1.55230 0.85749 0.07742
C -0.01770 1.87704 -0.08064
N -0.21965 3.02600 0.61438
C -1.57245 3.47150 0.60568
C -1.80622 4.60403 1.36964
C -2.85221 5.40941 1.05686
C -3.83523 4.97606 0.14108
C -3.73184 3.68283 -0.37467
C -2.51722 2.95464 -0.25784
N -2.26337 1.89938 -1.08215
C -1.05342 1.30590 -0.91000
P -0.76170 -0.37313 -1.55548
C -0.67855 0.01284 -3.36055
C -2.44968 -1.30370 -1.55660
C -2.92431 -1.14695 -0.09744
C -2.15392 -2.76575 -1.93943
C -3.51947 -0.74461 -2.54765
C 2.34181 1.25985 1.71337
C 3.71036 0.61193 1.84770
C 2.53439 2.79873 1.68053
C 1.42495 0.78361 2.90294
H 2.47420 1.33183 -2.06917
H 3.80342 0.86265 -0.86802
H 3.05795 2.47241 -0.77350
H -1.01761 4.85101 2.10611
H -2.92433 6.42105 1.44909
H -4.61656 5.64453 -0.13833
H -4.37615 3.21757 -1.09977
H -1.00203 1.02393 -3.47158
H -1.24977 -0.75030 -3.90626
H 0.40816 -0.03701 -3.62100
H -2.10204 -1.28750 0.58627
H -3.68932 -1.90292 0.08226
H -3.31119 -0.14991 -0.00281
H -1.33002 -3.17752 -1.28298
H -1.77270 -2.84292 -2.97120
H -3.03277 -3.41013 -1.83179
H -3.58107 0.30771 -2.43067
H -4.48809 -1.17213 -2.34596
H -3.25995 -1.07003 -3.60522
H 4.36299 1.04862 1.11914
H 3.68761 -0.48773 1.77551
H 4.15013 0.82904 2.86615
H 3.47128 3.09282 1.15903
H 2.45715 3.28906 2.66141
H 1.71910 3.29872 1.13394
H 1.24931 -0.30472 2.79606
H 0.50151 1.39707 2.89019
H 1.98331 1.09034 3.83440
O -1.23388 -2.54324 1.73785
C -0.02059 -2.91777 1.90380
C 0.31506 -4.05488 2.92761
C 1.80690 -4.06220 3.00793
C 2.25158 -3.08901 1.78402
O 3.40221 -2.93238 1.49478
N 1.12448 -2.36229 1.33901
H -0.11237 -5.00158 2.50570
H -0.26799 -3.80524 3.83215
H 2.28340 -5.04355 2.74779
H 2.24706 -3.68432 3.96556
F 3.12797 -1.74384 -1.38854
C 1.79373 -2.25658 -1.57969
F 1.73967 -3.60248 -1.14831
C 1.78621 -2.44313 -3.13527
F 2.58192 -3.40959 -3.54677
F 0.52574 -2.77552 -3.62877
F 2.18380 -1.30444 -3.80679
*
```

The highest occupied orbital energy (spin up / spin down) comes out at -8.16 / -8.98 eV. Its expectation value of S² is 3.77. For the maximum force, the calculation gives 0.084 hartree/bohr.

Mulliken population analysis, charges in e, atoms 1 to 4: 0.454, -1.478, 0.607, -0.316



# 2
DFT (ωB97M-V/def2-TZVPD) results for a 6-piece molecular cluster, C42H98N6O10 overall in a non-equilibrium geometry.

```
! RIJCOSX wB97M-V def2-TZVPD def2/J DEFGRID3
* xyz 0 1
C 2.38655 -3.37689 0.82623
C 3.75437 -2.71777 0.69272
C 4.49336 -3.02413 2.00763
C 5.98832 -2.70585 2.04104
C 6.68893 -3.46718 0.91101
C 6.02959 -3.22388 -0.46485
N 4.56250 -3.38504 -0.35247
O 3.98914 -3.50008 -1.63956
C 6.25629 -1.79394 -1.07661
C 6.62153 -4.30131 -1.43219
C 3.72378 -1.15832 0.60097
H 1.83592 -3.06932 -0.06800
H 1.86504 -3.12017 1.74700
H 2.37580 -4.46746 0.78612
H 4.16939 -2.38405 2.83520
H 4.36765 -4.04597 2.37373
H 6.47953 -2.82590 3.00268
H 6.10427 -1.65150 1.77317
H 6.75628 -4.54869 1.05113
H 7.74612 -3.19135 0.84775
H 6.61322 -1.13198 -0.28554
H 7.07737 -1.73110 -1.79892
H 5.43016 -1.41712 -1.67461
H 7.69893 -4.37477 -1.30025
H 6.25263 -5.29354 -1.14828
H 6.17074 -4.21734 -2.41927
H 3.80003 -0.82299 -0.43519
H 4.44116 -0.50258 1.09514
H 2.75083 -0.79430 0.94404
H 3.54030 -4.33745 -1.48235
C -2.51266 -0.23348 1.74675
C -2.48743 1.09758 0.90671
C -1.54177 2.09079 1.62452
C -0.03850 1.63621 1.64525
C 0.39949 1.62039 0.19566
C -0.45673 0.65899 -0.62552
N -1.91485 0.90085 -0.45649
O -2.76931 0.12843 -1.22763
C -0.21780 1.09494 -2.07562
C 0.02094 -0.76635 -0.23376
C -3.91180 1.71733 0.88875
H -1.64524 -0.88207 1.66616
H -3.41045 -0.76480 1.41846
H -2.71533 -0.06685 2.80683
H -1.67706 3.11828 1.29103
H -1.74509 1.99896 2.69511
H 0.08437 0.65716 2.10376
H 0.54242 2.40295 2.15727
H 1.46523 1.39173 0.12696
H 0.25033 2.59609 -0.26944
H 0.78467 0.95795 -2.47950
H -0.91857 0.51494 -2.68525
H -0.60143 2.10512 -2.22892
H 0.82459 -1.01273 -0.93143
H 0.41691 -0.93027 0.76592
H -0.81800 -1.44443 -0.40321
H -4.40794 0.95629 0.28817
H -3.78636 2.72497 0.48564
H -4.35748 1.94611 1.85528
H -3.32618 0.82671 -1.59365
C -12.09779 -1.92763 5.49704
O -11.78369 -1.24043 6.72684
C -10.78922 -0.22420 6.59217
C -9.32535 -0.72660 6.37341
N -9.18467 -0.81090 4.90467
C -7.72692 -1.00217 4.60024
C -7.40970 -1.09481 3.10384
O -7.65765 0.07635 2.35170
C -7.45598 -0.09805 0.96714
H -12.63057 -1.26651 4.81025
H -12.73706 -2.77983 5.71988
H -11.21129 -2.30517 4.98820
H -10.84838 0.34623 7.52110
H -11.09653 0.51622 5.84801
H -9.16026 -1.74010 6.74201
H -8.58318 -0.08119 6.85584
H -9.48436 0.09016 4.55288
H -7.30572 -1.76351 5.25498
H -7.29665 -0.08333 5.02091
H -7.94093 -1.99876 2.78384
H -6.37650 -1.45645 3.05200
H -6.54210 -0.62181 0.67295
H -7.50713 0.88754 0.50985
H -8.24150 -0.72311 0.52871
C -1.17438 4.53581 -1.57066
O -2.06842 4.11235 -2.57241
C -1.67795 4.32070 -3.93587
C -1.30429 5.79988 -4.12248
N -1.08474 5.95173 -5.52718
C -0.90377 7.32184 -6.01545
C -1.16464 7.36903 -7.49502
O -0.45752 6.55360 -8.37534
C 0.95317 6.58675 -8.29970
H -1.32946 4.06399 -0.60222
H -1.10732 5.60663 -1.36316
H -0.17457 4.19399 -1.86160
H -2.44477 4.00331 -4.63701
H -0.75027 3.75905 -4.08165
H -0.39798 6.22950 -3.68432
H -2.12609 6.48415 -3.85721
H -1.82403 5.46532 -6.02049
H 0.13733 7.52628 -5.75714
H -1.58964 8.04967 -5.56766
H -1.06773 8.42634 -7.79250
H -2.22696 7.29400 -7.74536
H 1.32429 5.62320 -8.64682
H 1.42395 6.69869 -7.31922
H 1.41426 7.37799 -8.89706
C 2.38036 4.16732 3.59550
O 2.61058 2.77528 3.75773
C 2.78424 2.47257 5.14754
C 2.74515 0.94496 5.40250
N 4.09221 0.52005 5.80479
C 4.92146 0.54685 4.57916
C 6.21173 -0.14468 4.84790
O 6.12029 -1.57033 5.03313
C 7.28653 -2.16635 5.58632
H 1.45115 4.45063 4.09519
H 2.22900 4.42829 2.54653
H 3.22909 4.78774 3.89361
H 2.07367 2.97283 5.81668
H 3.67494 2.97209 5.54466
H 2.24935 0.49905 4.53478
H 1.98023 0.87744 6.17806
H 4.00024 -0.46002 6.05973
H 5.01695 1.58813 4.26351
H 4.49145 0.15934 3.64519
H 6.70753 0.37598 5.67201
H 6.90500 -0.15116 3.99898
H 7.99036 -2.30491 4.76346
H 7.02391 -3.06333 6.14563
H 7.78922 -1.59727 6.37497
C -1.82359 -5.40313 -3.41666
O -0.38983 -5.22957 -3.42208
C 0.16599 -4.12026 -2.73284
C -0.02263 -2.77058 -3.45154
N 1.08018 -2.41501 -4.35581
C 1.11732 -3.32338 -5.50859
C 2.26711 -3.02876 -6.45501
O 3.48030 -3.52214 -5.96817
C 4.56720 -3.30910 -6.88814
H -2.27259 -5.00452 -2.50327
H -2.02612 -6.46782 -3.48889
H -2.27430 -4.84109 -4.23534
H 1.20769 -4.22366 -2.42518
H -0.35972 -4.15365 -1.77055
H -0.33073 -2.05842 -2.68483
H -0.89102 -2.71812 -4.12531
H 0.79712 -1.50255 -4.69608
H 0.18648 -3.15852 -6.06889
H 1.08817 -4.35914 -5.17324
H 2.28775 -1.94053 -6.59765
H 2.05879 -3.46222 -7.43996
H 4.40821 -2.42841 -7.51213
H 4.68397 -4.13152 -7.60186
H 5.54559 -3.29397 -6.41172
*
```

The highest occupied orbital energy comes out at -7.79 eV. For the maximum force, the calculation gives 0.068 hartree/bohr. The SMILES is CC1(C)CCCC(C)(C)N1O.CC1(C)CCCC(C)(C)N1O.COCCNCCOC.COCCNCCOC.COCCNCCOC.COCCNCCOC.

Mulliken population analysis, charges in e, atoms 1 to 4: -1.610, 2.139, -1.432, 0.188



We obtain energy relative to the best compared isomer or geometry (same formula, charge and spin) values of 0.488 4.183 eV for the records listed above, in that order.
We obtain calculated total energy values of -3813.2444 -2739.5338 Eh for the records listed above, in that order.